{
  "formula": "C43H122N16O13",
  "method": "wB97M-V/def2-TZVPD",
  "total_charge": 0,
  "lumo_energy_ha": -0.00009,
  "total_energy_ha": -3565.323176,
  "gap_ev": 8.76,
  "de_lowest_kcal_mol": 204.1,
  "species": ["C", "O", "N", "N", "H", "H", "H", "H", "C", "O", "N", "N", "H", "H", "H", "H", "C", "O", "N", "N", "H", "H", "H", "H", "C", "C", "C", "O", "C", "N", "H", "H", "H", "H", "H", "H", "H", "H", "H", "H", "H", "C", "C", "C", "O", "C", "N", "H", "H", "H", "H", "H", "H", "H", "H", "H", "H", "H", "C", "C", "C", "O", "C", "N", "H", "H", "H", "H", "H", "H", "H", "H", "H", "H", "H", "C", "C", "C", "O", "C", "N", "H", "H", "H", "H", "H", "H", "H", "H", "H", "H", "H", "C", "C", "C", "O", "C", "N", "H", "H", "H", "H", "H", "H", "H", "H", "H", "H", "H", "C", "C", "C", "O", "C", "N", "H", "H", "H", "H", "H", "H", "H", "H", "H", "H", "H", "C", "C", "C", "O", "C", "N", "H", "H", "H", "H", "H", "H", "H", "H", "H", "H", "H", "C", "C", "C", "O", "C", "N", "H", "H", "H", "H", "H", "H", "H", "H", "H", "H", "H", "C", "C", "C", "O", "C", "N", "H", "H", "H", "H", "H", "H", "H", "H", "H", "H", "H", "C", "C", "C", "O", "C", "N", "H", "H", "H", "H", "H", "H", "H", "H", "H", "H", "H"],
  "coordinates": [[-2.095, -4.357, 5.939], [-1.507, -3.274, 5.965], [-1.589, -5.519, 5.983], [-3.361, -4.577, 5.810], [-0.581, -5.574, 6.011], [-2.186, -6.331, 6.065], [-3.569, -5.562, 5.730], [-3.937, -3.782, 5.571], [1.235, 1.116, 7.759], [1.954, 1.781, 8.443], [0.002, 1.389, 7.540], [1.649, 0.066, 7.101], [-0.457, 2.074, 8.124], [-0.437, 0.676, 6.975], [1.042, -0.632, 6.695], [2.637, -0.122, 7.194], [1.183, -9.281, 3.854], [1.691, -8.717, 4.815], [1.596, -10.456, 3.487], [0.242, -8.881, 3.082], [2.429, -10.681, 4.013], [0.907, -11.078, 3.090], [-0.098, -7.933, 3.154], [-0.035, -9.486, 2.322], [-0.496, -3.544, 0.350], [0.956, -3.034, 0.574], [0.909, -1.570, 1.047], [0.270, -0.960, -0.049], [0.408, 0.453, 0.077], [1.560, -3.808, 1.675], [-1.102, -3.582, 1.255], [-0.559, -4.522, -0.128], [-0.977, -2.865, -0.355], [1.584, -2.990, -0.316], [1.833, -1.075, 1.348], [0.318, -1.426, 1.951], [-0.162, 0.850, -0.764], [1.468, 0.702, 0.048], [-0.083, 0.845, 0.967], [2.554, -3.908, 1.823], [1.182, -3.480, 2.553], [1.384, 6.525, -4.778], [2.780, 7.180, -4.446], [3.520, 7.690, -5.694], [3.843, 6.773, -6.713], [4.506, 7.476, -7.778], [2.363, 8.207, -3.436], [0.673, 7.322, -4.993], [1.089, 5.887, -3.944], [1.476, 5.916, -5.677], [3.433, 6.510, -3.886], [4.382, 8.256, -5.342], [2.795, 8.337, -6.188], [5.433, 7.930, -7.427], [3.852, 8.135, -8.349], [4.741, 6.680, -8.484], [3.147, 8.690, -3.021], [1.783, 8.957, -3.785], [-6.840, 6.146, 3.493], [-7.329, 6.364, 2.080], [-6.275, 6.046, 0.983], [-5.126, 6.793, 1.261], [-4.101, 6.516, 0.289], [-8.547, 5.590, 1.864], [-7.580, 6.473, 4.224], [-5.881, 6.522, 3.851], [-6.553, 5.102, 3.617], [-7.478, 7.443, 2.051], [-6.691, 6.379, 0.032], [-6.228, 4.957, 0.952], [-3.527, 5.647, 0.610], [-3.484, 7.412, 0.231], [-4.464, 6.315, -0.719], [-9.265, 5.787, 2.547], [-8.973, 5.787, 0.970], [4.603, -10.312, -2.344], [5.595, -9.777, -3.441], [6.679, -8.720, -3.033], [6.379, -7.372, -2.906], [5.133, -7.079, -2.254], [6.389, -10.990, -3.897], [3.982, -9.502, -1.962], [5.151, -10.658, -1.468], [3.904, -11.107, -2.605], [5.117, -9.241, -4.260], [7.463, -8.731, -3.791], [7.096, -9.142, -2.119], [5.043, -7.406, -1.218], [4.279, -7.424, -2.838], [5.171, -6.027, -1.971], [5.738, -11.620, -4.343], [7.025, -10.616, -4.587], [6.454, -1.479, -4.840], [5.640, -0.730, -3.756], [6.432, -0.306, -2.498], [7.656, 0.521, -2.609], [8.389, 0.625, -1.370], [4.898, 0.379, -4.291], [6.875, -0.799, -5.580], [5.829, -2.122, -5.460], [7.114, -2.256, -4.454], [4.916, -1.426, -3.332], [6.761, -1.216, -1.997], [5.681, 0.125, -1.837], [7.675, 0.919, -0.600], [9.207, 1.340, -1.290], [8.764, -0.318, -0.974], [4.090, 0.584, -3.720], [4.437, 0.014, -5.112], [-1.588, -12.397, -6.605], [-2.090, -10.973, -6.842], [-2.386, -10.066, -5.601], [-1.259, -9.806, -4.726], [-1.285, -8.562, -4.038], [-1.117, -10.509, -7.871], [-1.327, -12.956, -7.503], [-2.301, -12.956, -5.998], [-0.717, -12.301, -5.956], [-3.046, -11.170, -7.328], [-3.283, -10.397, -5.078], [-2.670, -9.114, -6.047], [-2.207, -8.575, -3.457], [-1.223, -7.665, -4.654], [-0.420, -8.647, -3.379], [-1.497, -9.664, -8.272], [-1.073, -11.125, -8.671], [-0.420, 6.255, 4.461], [-0.215, 7.802, 4.294], [0.181, 8.441, 5.565], [0.115, 9.843, 5.600], [0.532, 10.336, 6.832], [0.821, 7.941, 3.268], [0.357, 5.828, 5.096], [-0.343, 5.685, 3.535], [-1.394, 6.003, 4.879], [-1.162, 8.239, 3.978], [1.093, 7.989, 5.954], [-0.539, 8.083, 6.302], [1.619, 10.268, 6.862], [-0.019, 9.891, 7.661], [0.150, 11.341, 6.651], [0.778, 8.817, 2.767], [0.536, 7.188, 2.659], [4.842, 4.453, 2.554], [5.718, 5.744, 2.398], [5.665, 6.121, 0.898], [6.674, 7.093, 0.728], [6.271, 8.115, -0.098], [5.111, 6.849, 3.184], [5.442, 3.559, 2.386], [3.998, 4.241, 1.898], [4.432, 4.247, 3.542], [6.660, 5.296, 2.714], [4.627, 6.395, 0.709], [5.855, 5.225, 0.308], [5.943, 7.554, -0.973], [7.134, 8.716, -0.384], [5.471, 8.768, 0.252], [5.470, 7.772, 2.986], [4.150, 6.831, 2.875], [-6.049, -1.367, 2.541], [-6.990, -0.426, 3.368], [-6.305, 0.400, 4.493], [-5.826, -0.377, 5.677], [-6.876, -1.101, 6.279], [-7.522, 0.566, 2.496], [-5.173, -1.617, 3.141], [-5.742, -1.069, 1.539], [-6.535, -2.303, 2.265], [-7.872, -0.932, 3.759], [-6.968, 1.166, 4.895], [-5.425, 0.972, 4.201], [-6.767, -1.014, 7.360], [-6.818, -2.179, 6.124], [-7.913, -0.768, 6.223], [-7.919, 1.319, 3.039], [-6.834, 0.972, 1.879], [-7.738, 2.343, -3.051], [-6.431, 1.618, -2.888], [-6.537, 0.157, -3.572], [-5.263, -0.483, -3.378], [-5.375, -1.831, -3.651], [-5.429, 2.455, -3.533], [-8.605, 1.787, -2.694], [-8.037, 2.546, -4.079], [-7.761, 3.334, -2.597], [-6.119, 1.341, -1.882], [-6.817, 0.233, -4.623], [-7.395, -0.369, -3.154], [-5.777, -2.412, -2.821], [-4.330, -2.144, -3.643], [-5.829, -2.042, -4.619], [-4.517, 2.091, -3.298], [-5.377, 2.257, -4.522]],
  "forces_ev_per_angstrom": [[0.903, 4.150, -0.188], [-0.146, -0.291, -0.037], [5.506, -5.153, 0.593], [-5.162, 1.479, -0.356], [-0.190, -0.579, 0.216], [1.114, -0.016, 0.062], [-1.448, 1.092, -0.400], [-0.473, -0.614, 0.090], [1.683, 0.645, 0.845], [1.945, 1.620, 1.798], [-4.580, 0.649, -0.869], [2.189, -3.262, -1.809], [-0.171, -0.395, -0.359], [-1.086, 0.798, 0.343], [0.296, 0.133, 0.125], [-0.336, -0.262, -0.089], [1.878, 0.983, 2.977], [-0.121, 1.109, 0.051], [1.937, -3.502, -0.610], [-4.037, 2.681, -2.326], [-0.397, -1.138, -0.185], [0.896, -0.500, 0.208], [-0.129, -0.332, -0.129], [-0.050, 0.755, 0.005], [0.515, 0.382, -1.019], [0.338, 0.307, 2.423], [-1.205, -0.728, -0.826], [0.423, 1.811, 0.575], [-0.857, -0.522, -0.920], [-0.288, -0.889, 0.187], [0.323, 0.148, 0.217], [0.421, -0.164, 0.195], [-0.136, 0.068, 0.137], [-0.183, -0.643, -0.082], [0.737, -0.325, -0.689], [-0.597, -0.373, 0.254], [0.412, 0.329, -0.126], [-0.025, 0.387, -0.021], [0.182, -0.108, 0.378], [0.064, 0.400, -0.747], [-0.151, -0.101, 0.090], [1.809, -0.252, -0.456], [-1.861, -0.223, 0.451], [-1.374, 0.744, 0.186], [0.604, 0.156, 0.215], [-0.244, -1.813, -0.056], [1.146, -0.006, -0.318], [-0.107, -0.080, 0.220], [-0.260, 0.276, -0.073], [-0.080, -0.140, -0.016], [-0.122, -0.313, -0.126], [0.301, 0.150, -0.204], [-0.002, 0.940, 0.216], [-0.119, 0.314, -0.054], [-0.128, 0.511, 0.488], [0.337, 0.044, -0.022], [0.372, -0.120, 0.116], [-0.266, -0.191, -0.550], [0.888, -1.288, 0.684], [0.734, 1.050, 0.009], [-1.931, 0.490, 1.074], [0.658, -0.718, -0.942], [-0.051, 0.428, 0.647], [0.131, -0.259, -0.214], [-0.135, -0.319, -0.001], [-0.035, 1.171, -0.821], [-0.896, -0.613, 0.190], [-0.327, 0.340, -0.487], [-0.108, -0.067, -0.344], [0.878, -0.280, 0.003], [0.201, 0.012, 0.004], [0.184, -0.185, 0.130], [-0.458, 0.029, 0.021], [0.155, 0.084, 0.269], [0.129, 0.083, -0.219], [0.514, 1.395, 0.142], [0.352, -0.686, 0.134], [0.163, -1.847, 0.690], [-1.622, 0.579, 0.479], [0.991, 0.531, 0.655], [-0.708, 1.751, 0.524], [-0.092, 0.085, -0.109], [0.315, -0.114, -0.141], [0.323, -0.043, -0.659], [-0.792, -0.516, -0.311], [0.014, -0.272, -0.081], [0.383, 0.233, 0.426], [0.267, -1.319, 0.042], [-0.032, 0.431, 0.036], [-0.357, 0.435, -1.217], [0.083, -0.155, -0.215], [0.184, -0.481, -0.393], [-0.872, -0.128, -0.222], [1.316, -0.397, 0.570], [1.436, -0.179, 0.384], [-0.478, -0.283, -0.194], [-1.693, -0.501, 0.670], [-0.453, 0.404, -1.112], [0.634, 0.080, 0.480], [-0.789, 0.182, 0.020], [0.590, 0.689, 0.322], [0.145, -0.584, 0.274], [-0.042, -0.336, 0.019], [0.170, 0.649, 0.256], [-0.155, 0.331, 0.246], [-0.182, 0.135, -1.124], [0.164, -0.491, -0.542], [0.122, 0.233, 0.604], [0.075, 0.194, -0.641], [0.073, 0.178, 2.171], [0.536, -1.899, -1.023], [1.470, 0.836, -1.092], [-0.540, -0.713, -1.316], [-0.310, -1.372, 0.278], [-0.586, 1.731, 0.757], [-0.183, 0.246, -0.001], [-0.185, -0.237, -0.185], [0.367, -0.253, -0.229], [-0.627, 0.681, 0.127], [0.171, -0.480, 0.293], [-0.116, 0.358, -0.074], [-0.038, 0.586, 0.332], [0.008, -0.109, -0.323], [-0.120, 0.432, 0.088], [0.220, 0.540, -0.073], [-0.133, -0.523, 0.276], [0.018, 0.561, 0.575], [-0.008, -0.868, -0.947], [-0.849, -0.803, 1.693], [0.044, -1.610, -1.567], [-0.600, 1.261, -1.026], [-0.192, -0.564, -0.024], [0.026, 0.097, 0.199], [-0.058, 0.372, -0.306], [0.032, 0.157, 0.178], [-0.239, 0.098, -0.097], [0.789, 0.467, -0.340], [-0.500, -0.121, 0.376], [0.031, 0.118, 0.713], [0.287, -0.225, 0.233], [0.702, 0.590, 1.191], [-0.102, 0.108, 0.014], [0.654, 0.339, -0.909], [-0.126, -0.883, 0.347], [-2.345, -1.071, -0.706], [1.117, -1.278, 1.869], [-0.199, -0.146, 1.212], [0.220, -0.121, -1.829], [0.449, -1.235, 0.207], [0.478, 0.079, -0.154], [-0.192, 0.904, -0.453], [0.179, 0.665, 0.327], [0.514, 1.367, 0.124], [0.087, 0.725, -0.267], [0.304, -0.006, -0.439], [-0.433, 0.829, -0.839], [0.002, 0.041, 0.149], [-0.143, -0.089, 0.411], [0.396, -0.109, -0.271], [-0.360, 0.342, 0.331], [-0.485, -0.581, 0.805], [1.309, 0.565, -0.189], [0.960, -1.538, 1.839], [-1.269, 0.625, -1.687], [0.274, -0.361, 1.865], [-0.953, 0.935, -1.342], [0.096, -0.024, -0.123], [0.102, 1.045, 0.281], [-0.291, -0.188, 0.546], [0.380, -0.495, 0.291], [-0.582, -0.141, -0.097], [0.118, -0.385, -0.563], [0.530, 0.043, 0.290], [-0.076, -0.066, -0.641], [-0.006, 0.394, -1.138], [-0.253, 0.194, -0.187], [0.153, -0.018, 0.024], [-1.418, 0.186, 0.376], [-0.280, -1.922, -2.095], [0.489, 1.968, 0.963], [-1.995, 1.375, -0.099], [1.841, -0.999, 0.296], [1.223, -0.324, 0.208], [0.070, -0.155, 0.480], [0.657, -0.196, -0.425], [0.269, -0.130, 0.317], [-0.233, 0.684, 0.250], [0.471, 0.197, -0.471], [0.241, -0.439, 0.655], [-0.833, 0.073, -0.045], [0.087, -0.452, -0.540], [-0.189, -0.121, 0.042], [0.375, 0.085, 0.637], [-0.773, 0.185, -0.516]]
}